No. 1
{"formula": "C5H13N2", "method": "the ωB97M-V functional and the def2-TZVPD basis", "total_charge": 1, "homo_energy_ha": -0.52183, "symbols": ["C", "C", "C", "C", "N", "C", "N", "H", "H", "H", "H", "H", "H", "H", "H", "H", "H", "H", "H", "H"], "xyz": [[-1.976, 0.213, 1.085], [-1.993, -0.768, -0.050], [-0.665, -0.664, -0.897], [0.362, -0.293, 0.123], [0.075, 1.049, 0.618], [1.426, 0.638, -0.477], [1.965, -0.195, -1.493], [1.162, 1.564, -0.983], [-3.013, 0.483, 1.284], [-1.576, -0.225, 2.003], [-2.241, -1.802, 0.168], [-2.736, -0.412, -0.764], [-0.652, 0.185, -1.583], [-0.585, -1.577, -1.481], [-1.162, 1.129, 0.874], [0.700, -1.112, 0.759], [4.486, 0.154, 4.672], [2.562, 0.058, -0.444], [2.213, 0.458, -2.237], [3.788, 0.199, 4.476]], "mulliken_charge": [-0.673, -0.561, -0.747, 0.332, -0.466, -0.586, -0.291, 0.484, 0.382, 0.345, 0.382, 0.299, 0.389, 0.393, 0.269, 0.313, 0.069, 0.402, 0.334, -0.069]}

No. 2
{"formula": "C3H6NOS", "method": "the ωB97M-V functional and the def2-TZVPD basis", "total_charge": 1, "homo_energy_ha": [-0.48553, -0.48554], "symbols": ["C", "C", "C", "N", "O", "S", "H", "H", "H", "H", "H", "H"], "xyz": [[1.417, -0.152, 0.428], [0.167, -0.582, 0.672], [-2.273, -0.271, -0.111], [1.679, 0.906, -0.316], [-3.546, 0.076, -0.216], [-1.067, 0.668, 0.393], [2.325, -0.562, 0.879], [-0.129, -1.560, 1.047], [-2.059, -1.290, -0.354], [0.722, 1.390, -0.526], [2.467, 1.470, -0.218], [-3.694, 1.054, -0.122]], "mulliken_charge": [0.096, -0.487, 0.223, -0.340, -0.352, -0.096, 0.342, 0.417, 0.386, 0.162, 0.269, 0.380]}

No. 3
{"formula": "C31H48ClO19", "method": "the ωB97M-V functional and the def2-TZVPD basis", "total_charge": -1, "homo_energy_ha": -0.29302, "symbols": ["Cl", "O", "O", "O", "O", "O", "C", "O", "C", "C", "C", "H", "H", "H", "H", "H", "H", "O", "C", "O", "C", "C", "C", "H", "H", "H", "H", "H", "H", "O", "C", "O", "C", "C", "C", "H", "H", "H", "H", "H", "H", "O", "C", "O", "C", "C", "C", "H", "H", "H", "H", "H", "H", "O", "C", "O", "C", "C", "C", "H", "H", "H", "H", "H", "H", "O", "C", "O", "C", "C", "C", "H", "H", "H", "H", "H", "H", "O", "C", "O", "C", "C", "C", "H", "H", "H", "H", "H", "H", "C", "C", "O", "C", "H", "H", "H", "H", "H", "H"], "xyz": [[-0.441, 0.076, 0.351], [-0.872, 0.104, 1.729], [0.025, 1.377, -0.065], [0.604, -0.918, 0.216], [-1.549, -0.332, -0.494], [4.400, -5.860, -0.883], [4.185, -5.052, -0.027], [5.058, -4.059, 0.271], [4.579, -3.263, 1.390], [3.086, -3.559, 1.453], [2.995, -4.971, 0.902], [4.761, -2.225, 1.136], [5.135, -3.579, 2.271], [2.539, -2.837, 0.842], [2.653, -3.454, 2.449], [2.039, -5.159, 0.420], [3.144, -5.757, 1.649], [4.689, -0.059, 2.709], [4.414, 0.705, 1.829], [5.277, 1.016, 0.841], [4.622, 1.840, -0.144], [3.455, 2.486, 0.596], [3.097, 1.406, 1.615], [4.246, 1.183, -0.931], [5.322, 2.571, -0.536], [2.617, 2.784, -0.033], [3.791, 3.399, 1.097], [2.406, 0.689, 1.170], [2.676, 1.828, 2.522], [2.199, 0.197, 7.507], [1.850, -0.147, 6.416], [0.546, -0.235, 6.079], [0.407, -0.641, 4.695], [1.731, -1.337, 4.376], [2.718, -0.559, 5.235], [0.345, 0.275, 4.104], [-0.484, -1.236, 4.539], [1.962, -1.306, 3.312], [1.673, -2.376, 4.708], [3.119, 0.355, 4.797], [3.554, -1.157, 5.586], [-3.827, 1.888, -6.391], [-3.110, 1.605, -5.479], [-3.313, 0.492, -4.727], [-2.264, 0.358, -3.755], [-1.735, 1.774, -3.544], [-1.900, 2.354, -4.944], [-1.501, -0.323, -4.141], [-2.634, -0.073, -2.826], [-0.703, 1.744, -3.195], [-2.335, 2.335, -2.831], [-1.019, 2.214, -5.572], [-2.113, 3.424, -4.967], [-1.906, 5.210, -2.704], [-0.979, 5.331, -1.956], [-0.730, 6.496, -1.319], [0.557, 6.475, -0.667], [0.841, 4.991, -0.446], [0.103, 4.325, -1.602], [0.421, 7.025, 0.258], [1.280, 6.951, -1.329], [0.465, 4.678, 0.529], [1.907, 4.757, -0.435], [-0.254, 3.333, -1.338], [0.764, 4.252, -2.471], [2.455, -5.624, -3.793], [1.611, -4.947, -3.300], [1.889, -3.949, -2.417], [0.691, -3.287, -1.978], [-0.363, -3.605, -3.050], [0.121, -4.967, -3.562], [0.878, -2.216, -2.011], [0.443, -3.585, -0.961], [-0.277, -2.885, -3.863], [-1.356, -3.595, -2.611], [-0.106, -5.170, -4.605], [-0.354, -5.770, -2.989], [-3.218, 4.920, 0.836], [-3.532, 3.778, 0.684], [-3.828, 2.981, 1.743], [-3.934, 1.612, 1.348], [-4.209, 1.648, -0.156], [-3.527, 2.941, -0.576], [-4.763, 1.147, 1.874], [-3.025, 1.049, 1.566], [-5.288, 1.755, -0.306], [-3.845, 0.795, -0.720], [-3.953, 3.470, -1.425], [-2.477, 2.735, -0.812], [-4.156, -2.542, -0.092], [-4.605, -2.912, 1.302], [-4.860, -4.059, 1.582], [-4.672, -1.797, 2.294], [-5.049, -2.468, -0.722], [-3.490, -3.303, -0.489], [-3.651, -1.578, -0.162], [-5.320, -1.024, 1.860], [-3.700, -1.316, 2.419], [-5.119, -2.066, 3.247]], "mulliken_charge": [0.849, -0.669, -0.467, -0.520, -0.308, -0.603, 0.510, -0.385, -0.323, 0.568, -0.493, 0.160, 0.233, -0.278, 0.107, 0.182, 0.349, -0.545, 0.489, -0.385, -0.676, 0.323, 0.387, 0.303, 0.326, -0.510, 0.309, -0.525, 0.438, -0.610, 0.341, -0.385, -0.233, 0.235, -0.261, 0.062, 0.340, -0.199, 0.253, 0.087, 0.381, -0.607, 0.541, -0.395, 0.118, 0.925, -0.691, 0.079, -0.045, 0.270, -0.790, 0.332, 0.269, -0.577, 0.385, -0.412, -0.609, -0.319, 0.831, 0.342, 0.271, 0.216, 0.195, -0.648, 0.372, -0.584, 0.511, -0.334, -0.011, -0.012, -0.648, -0.010, 0.143, 0.188, 0.144, 0.352, 0.258, -0.599, 0.093, -0.411, 0.555, -0.296, 1.045, 0.089, -0.355, 0.463, -0.143, 0.693, -1.047, -0.296, 0.534, -0.601, -0.669, 0.357, 0.193, -0.178, 0.196, 0.111, 0.360]}

| no. | total energy (eV) |
| --- | --- |
| 1 | -8358.187 |
| 2 | -17572.206 |
| 3 | -84348.550 |